DFT (ωB97M-V/def2-TZVPD) results for a structure of composition C20H21Br2Cl3N3O6TeTi in a non-equilibrium geometry.

The geometry in XYZ format:
```
57
Properties=species:S:1:pos:R:3:forces:R:3:lowdin_charge:R:1
Ti -0.20153 0.28989 0.14155 -0.31 0.29 -0.98 1.060
O 1.88971 -0.12939 -0.80894 -0.15 0.01 0.23 -0.105
C 3.05586 0.50869 -0.27618 0.05 0.06 -0.02 -0.158
C 2.67160 0.97978 1.10103 -0.10 -0.02 -0.18 -0.180
N 1.33571 1.60683 1.03487 -0.10 0.12 0.18 -0.210
C 1.31002 2.84974 0.22660 0.12 -0.01 -0.06 -0.055
C 0.84329 2.60442 -1.20689 0.09 -0.06 0.02 -0.601
O 1.22808 3.30651 -2.11588 -0.05 0.03 -0.02 0.076
O -0.00171 1.61877 -1.30061 -0.03 0.12 0.15 -0.183
C 0.84769 1.89369 2.40171 -0.22 0.14 0.02 -0.111
C -0.63993 2.15696 2.28771 -0.12 0.03 0.01 -0.586
O -1.25734 2.83969 3.06844 0.02 -0.04 0.00 0.094
O -1.18269 1.57708 1.22833 0.09 0.00 0.10 -0.223
H 2.09432 -0.94586 -1.27070 -0.06 -0.14 0.16 0.105
H 3.33272 1.33070 -0.94306 0.00 -0.02 -0.01 0.125
H 3.89201 -0.18801 -0.20886 -0.03 -0.04 -0.01 0.133
H 3.40328 1.68314 1.50950 0.00 0.02 -0.02 0.137
H 2.60224 0.14820 1.80529 0.07 0.02 0.01 -0.001
H 2.28009 3.34901 0.22756 0.02 -0.03 0.05 0.140
H 0.57861 3.52870 0.66734 0.03 0.04 -0.02 0.142
H 1.35157 2.75783 2.83880 0.05 -0.01 -0.04 0.146
H 1.03935 1.03400 3.05125 0.09 0.01 0.01 0.030
C 2.87480 -3.13699 1.91906 -0.06 -0.04 -0.02 -0.075
C 2.13298 -3.64080 0.72006 0.00 0.05 0.03 -0.314
C 2.39548 -4.94829 0.23149 -0.04 0.00 -0.03 -0.010
C 1.78504 -5.37982 -0.90188 0.02 0.02 0.02 -0.036
C 0.88698 -4.52423 -1.58401 0.01 -0.03 0.03 -0.191
C 0.24538 -4.86221 -2.79672 -0.01 0.05 -0.03 -0.628
Br 0.53015 -6.55528 -3.61090 0.00 -0.01 0.00 0.749
C -0.56587 -3.96936 -3.42341 0.03 -0.01 0.04 -0.190
C -0.80520 -2.71191 -2.84515 0.04 0.02 0.00 -0.586
Br -1.89278 -1.53156 -3.83551 -0.06 0.10 0.09 0.777
C -0.26827 -2.32097 -1.62808 -0.07 0.03 -0.02 -0.350
O -0.57784 -1.17288 -1.06736 0.20 -0.22 0.03 -0.311
C 0.64630 -3.25362 -1.00872 0.03 -0.04 0.09 -0.130
N 1.27798 -2.84389 0.12331 0.05 -0.04 -0.09 0.166
H 2.92147 -3.89653 2.70056 0.01 -0.02 -0.03 0.069
H 2.42212 -2.24585 2.35036 0.05 0.03 -0.01 -0.025
H 3.90650 -2.89637 1.64489 -0.02 0.04 0.00 0.087
H 3.09277 -5.57925 0.76707 -0.01 -0.01 0.00 0.114
H 1.98169 -6.36463 -1.30307 0.00 0.00 0.01 0.072
H -1.03350 -4.21177 -4.36650 0.00 0.00 0.00 0.088
C -4.42720 1.74763 0.06849 0.09 -0.07 0.12 -0.434
Te -3.09103 0.55971 -1.08844 0.06 -0.05 0.02 1.322
C -3.85791 -1.30503 -0.39698 -0.01 0.00 -0.04 -0.403
H -5.44607 1.52950 -0.24263 -0.01 0.02 0.02 -0.007
H -4.20118 2.79366 -0.12601 0.02 -0.01 -0.01 0.000
H -4.29085 1.54408 1.12831 0.06 0.01 -0.01 0.008
H -4.37601 -1.12657 0.54275 0.01 -0.01 0.01 0.007
H -3.01089 -1.96448 -0.22459 0.01 0.00 -0.01 -0.007
H -4.53201 -1.74308 -1.12798 -0.01 0.01 0.01 -0.004
Cl -0.82523 -1.55576 5.30369 0.01 0.04 0.05 0.612
C -0.38542 -2.23141 3.79304 0.02 -0.16 0.01 -1.194
Cl 0.04521 -3.90089 3.74611 -0.04 -0.04 -0.01 0.618
Cl 2.75630 -0.39162 4.06104 0.03 -0.05 0.18 -0.315
C -0.32782 -1.49482 2.70314 -0.12 0.21 -0.02 -0.326
N -0.34371 -0.80940 1.72631 0.24 -0.31 -0.01 0.072
```
Forces are in eV/Å.

Max |F|   1.06 eV Å⁻¹
E   -245902.9425 eV
Net charge   -1
Kohn-Sham gap (alpha / beta)   6.738 / 6.733 eV
E_HOMO (alpha / beta)   -5.14 / -5.14 eV